Here is a molecular structure, C27H30IrN6O2 from the Open Molecules 2025 dataset. Energies are from the ωB97M-V functional and the def2-TZVPD basis.

Atoms and positions in Å:
Ir: -0.409 1.472 -1.515
C: 2.403 2.058 2.829
C: 2.630 0.635 3.267
C: 3.774 0.282 3.981
C: 3.984 -1.016 4.418
C: 3.049 -2.009 4.150
C: 1.912 -1.692 3.428
C: 1.716 -0.386 2.993
N: 0.527 -0.088 2.232
C: 0.526 0.138 0.918
N: 1.759 -0.009 0.298
C: 2.102 0.052 -1.013
C: 1.211 0.550 -2.025
C: 1.600 0.453 -3.352
C: 2.850 -0.048 -3.671
C: 3.751 -0.469 -2.667
C: 3.416 -0.424 -1.344
C: 4.353 -0.875 -0.262
N: -0.532 0.443 0.217
C: -1.813 0.561 0.857
C: -2.321 1.849 1.022
C: -3.593 2.030 1.539
C: -4.347 0.918 1.887
C: -3.829 -0.358 1.720
C: -2.556 -0.572 1.197
C: -2.025 -1.969 1.026
H: 2.957 2.739 3.471
H: 1.350 2.334 2.879
H: 2.745 2.237 1.805
H: 4.499 1.051 4.218
H: 4.875 -1.253 4.982
H: 3.204 -3.019 4.503
H: 1.170 -2.449 3.203
H: -0.362 -0.004 2.706
H: 2.489 -0.307 0.943
H: 0.947 0.823 -4.131
H: 3.159 -0.095 -4.707
H: 4.726 -0.838 -2.959
H: 5.304 -1.178 -0.691
H: 3.956 -1.733 0.289
H: 4.559 -0.073 0.454
H: -1.695 2.706 0.787
H: -3.984 3.027 1.684
H: -5.342 1.044 2.291
H: -4.432 -1.216 1.989
H: -2.843 -2.681 0.936
H: -1.433 -2.275 1.893
H: -1.386 -2.064 0.147
C: -3.218 -3.020 -3.133
C: -2.968 -1.571 -2.900
C: -3.776 -0.465 -3.076
C: -3.007 0.648 -2.728
N: -1.783 0.239 -2.373
N: -1.787 -1.111 -2.447
C: -3.382 2.091 -2.708
H: -4.179 -3.154 -3.622
H: -3.236 -3.570 -2.191
H: -2.448 -3.456 -3.769
H: -4.796 -0.463 -3.419
H: -0.932 -1.626 -2.321
H: -4.406 2.214 -3.054
H: -2.733 2.678 -3.359
H: -3.339 2.503 -1.695
O: -0.077 3.015 -2.884
N: 0.669 3.683 -2.127
O: 0.795 3.065 -1.014

## Properties
Net charge: +2
Energy above the lowest of the compared OMol25 structures with the same formula, charge and spin, eV: 0.000
Spin multiplicity: 2
<S²>: 0.77
LUMO level (alpha / beta), eV: -6.27 / -9.18

Here is a gas-phase ion, C4H12NO2 (charge +1) at a distorted geometry from the Open Molecules 2025 dataset. Energies are from the ωB97M-V functional and the def2-TZVPD basis.

Atoms and positions in Å:
C: 0.147 -1.415 -1.405
C: -0.366 -0.035 2.237
C: 0.815 1.771 -1.229
C: -0.205 -0.199 -0.313
N: -0.091 -0.910 1.081
O: -1.467 0.221 -0.497
O: 0.771 0.763 -0.214
H: 1.225 -1.511 -1.469
H: -0.264 -1.115 -2.363
H: -0.319 -2.339 -1.084
H: -0.247 -0.595 3.162
H: 0.335 0.799 2.231
H: -1.386 0.337 2.181
H: -0.046 2.440 -1.167
H: 0.870 1.328 -2.222
H: 1.725 2.331 -1.022
H: 0.870 -1.268 1.136
H: -0.743 -1.702 1.082
H: -1.625 1.100 -0.124

## Properties
Net charge: +1
Energy above the lowest of the compared OMol25 structures with the same formula, charge and spin, eV: 1.465
LUMO level, eV: -3.16
SMILES: C[NH2+][C@@](C)(O)OC

Here is a molecular structure, C39H37BN12O4Ti from the Open Molecules 2025 dataset. Energies are from the ωB97M-V functional and the def2-TZVPD basis.

Atoms and positions in Å:
Ti: -0.307 -1.264 -0.519
C: 0.785 -2.321 -4.874
C: 1.937 -3.078 -4.746
C: 2.365 -3.440 -3.479
C: 1.635 -3.016 -2.381
N: 0.541 -2.255 -2.504
C: 0.121 -1.933 -3.722
C: 1.927 -3.425 -0.989
C: 3.040 -4.133 -0.566
C: 3.132 -4.473 0.776
C: 2.106 -4.150 1.649
C: 1.014 -3.461 1.142
N: 0.964 -3.080 -0.135
C: -0.180 -3.085 1.933
C: -0.458 -3.614 3.180
C: -1.636 -3.250 3.816
C: -2.499 -2.369 3.189
C: -2.142 -1.866 1.949
N: -1.016 -2.217 1.333
H: 0.400 -2.037 -5.843
H: 2.487 -3.399 -5.621
H: 3.240 -4.062 -3.355
H: -0.787 -1.346 -3.775
H: 3.828 -4.404 -1.254
H: 4.004 -4.999 1.142
H: 2.171 -4.417 2.693
H: 0.217 -4.317 3.645
H: -1.876 -3.658 4.788
H: -3.430 -2.064 3.643
H: -2.770 -1.152 1.435
O: -1.655 0.416 -0.438
C: -2.774 0.585 -0.936
C: -3.526 -0.379 -1.673
C: -4.784 -0.016 -2.179
C: -5.523 -0.938 -2.861
C: -5.054 -2.246 -3.057
C: -3.830 -2.619 -2.570
C: -3.021 -1.697 -1.868
O: -1.857 -2.046 -1.431
N: -6.835 -0.556 -3.392
O: -7.460 -1.406 -3.991
O: -7.204 0.585 -3.205
H: -3.242 1.571 -0.797
H: -5.175 0.983 -2.033
H: -5.678 -2.944 -3.598
H: -3.456 -3.624 -2.710
B: 2.912 1.081 2.122
C: 1.797 0.174 1.507
N: 1.006 -0.450 0.936
H: 3.923 0.744 1.534
H: 2.577 2.208 1.814
H: 2.973 0.908 3.312
C: -2.946 1.395 3.386
N: -2.914 2.537 4.294
C: -1.987 2.220 5.388
N: -0.641 1.917 4.902
C: -0.728 0.791 3.977
N: -1.624 1.063 2.839
C: -1.113 2.259 2.148
N: -1.029 3.420 3.030
C: -2.367 3.686 3.563
C: -0.146 3.077 4.152
H: -3.625 1.622 2.558
H: -3.333 0.527 3.928
H: -2.371 1.358 5.940
H: -1.938 3.072 6.068
H: -1.107 -0.083 4.517
H: 0.272 0.567 3.604
H: -1.782 2.496 1.316
H: -0.122 2.040 1.747
H: -3.038 3.931 2.736
H: -2.320 4.543 4.236
H: -0.080 3.933 4.825
H: 0.850 2.851 3.766
N: 8.072 5.264 -2.758
C: 7.086 4.680 -2.696
C: 5.852 3.945 -2.619
C: 4.639 4.627 -2.583
C: 3.453 3.920 -2.506
C: 3.488 2.534 -2.483
C: 4.691 1.845 -2.524
C: 5.877 2.553 -2.583
N: 2.266 1.805 -2.397
C: 1.113 2.041 -3.111
C: 0.204 1.141 -2.658
N: 0.774 0.368 -1.669
C: 2.012 0.794 -1.541
H: 4.632 5.708 -2.600
H: 2.507 4.440 -2.441
H: 4.700 0.763 -2.520
H: 6.824 2.032 -2.612
H: 1.056 2.805 -3.866
H: -0.816 1.012 -2.977
H: 2.734 0.454 -0.816

## Properties
Net charge: +1
Energy above the lowest of the compared OMol25 structures with the same formula, charge and spin, eV: 0.127
Spin multiplicity: 2
<S²>: 0.75
LUMO level (alpha / beta), eV: -3.77 / -3.74

Here is a single C4H9NO2 molecule at a distorted geometry from the Open Molecules 2025 dataset. Energies are from the ωB97M-V functional and the def2-TZVPD basis.

Atoms and positions in Å:
C: -0.414 -1.192 -0.048
C: -1.689 -0.585 -0.631
O: -2.497 -1.544 -1.257
C: 0.300 -0.150 0.787
N: 1.018 0.763 0.063
C: 1.945 1.688 0.648
O: 0.194 -0.110 1.990
H: -0.658 -2.030 0.599
H: 0.226 -1.549 -0.859
H: -1.539 0.297 -1.259
H: -2.248 -0.225 0.220
H: -2.034 -1.953 -2.001
H: 0.832 0.809 -0.916
H: 2.984 1.604 0.322
H: 1.580 2.715 0.626
H: 2.002 1.461 1.718

## Properties
Energy above the lowest of the compared OMol25 structures with the same formula, charge and spin, eV: 1.064
LUMO level, eV: 0.69
SMILES: CNC(=O)CCO

Here is a molecular structure, C9H17N2Y at a distorted geometry from the Open Molecules 2025 dataset. Energies are from the ωB97M-V functional and the def2-TZVPD basis.

Atoms and positions in Å:
C: -0.746 -2.627 3.980
C: -1.913 -1.998 3.797
H: -0.023 -2.289 4.728
H: -0.468 -3.500 3.379
H: -2.656 -2.386 3.090
H: -2.181 -1.095 4.360
Y: 0.340 -0.440 -0.387
C: 0.944 -1.803 -2.289
C: -0.301 -2.320 -1.796
C: -0.669 -0.152 -2.532
C: 0.720 -0.459 -2.747
H: -0.481 -3.338 -1.439
H: -2.364 -1.394 -1.721
H: -1.173 0.742 -2.898
C: -1.298 -1.302 -1.943
H: 1.440 0.179 -3.262
H: 1.876 -2.361 -2.406
N: -0.715 1.644 -0.240
C: 0.169 2.889 -0.147
C: 1.490 2.540 0.492
N: 2.004 1.227 -0.087
H: -1.370 1.590 0.552
H: -1.360 1.715 -1.040
H: 0.309 3.267 -1.165
H: -0.375 3.650 0.420
H: 2.221 3.339 0.325
H: 1.389 2.412 1.574
H: 2.370 1.377 -1.040
H: 2.821 0.897 0.442

## Properties
Net charge: +2
Energy above the lowest of the compared OMol25 structures with the same formula, charge and spin, eV: 0.000
LUMO level, eV: -7.86

Here is 2 unconnected molecules or ions with the total composition C4H9N at a distorted geometry from the Open Molecules 2025 dataset. Energies are from the ωB97M-V functional and the def2-TZVPD basis.

Atoms and positions in Å:
C: 2.990 0.381 -3.249
C: 3.955 0.904 -2.421
H: 2.104 -0.127 -2.868
H: 3.243 -0.004 -4.238
H: 3.563 1.158 -1.446
H: 4.898 0.457 -2.418
C: -1.828 0.461 1.042
C: -2.157 -0.064 2.229
N: -2.897 -1.352 2.318
H: -2.528 0.254 0.249
H: -0.951 1.047 1.135
H: -1.662 0.264 3.221
H: -3.251 -1.715 1.454
H: -2.894 -1.961 3.087

## Properties
Net charge: +1
Energy above the lowest of the compared OMol25 structures with the same formula, charge and spin, eV: 4.345
Spin multiplicity: 2
<S²>: 0.77
LUMO level (alpha / beta), eV: -4.73 / -8.35

Here is a molecular structure, C17H14AlCl2O2 at a distorted geometry from the Open Molecules 2025 dataset. Energies are from the ωB97M-V functional and the def2-TZVPD basis.

Atoms and positions in Å:
C: 0.871 -2.008 0.870
C: 0.941 -2.044 -0.541
C: -0.384 -2.036 -1.036
H: 1.841 -2.079 -1.132
C: -1.265 -1.957 0.065
C: -0.484 -1.950 1.242
H: -0.857 -1.848 2.247
H: 1.710 -1.954 1.543
H: -0.669 -2.020 -2.074
H: -2.339 -1.898 0.016
Al: 0.000 0.000 0.000
Cl: 0.701 1.229 1.723
C: 0.107 2.912 -4.728
C: -1.106 2.281 -5.066
C: -0.800 1.063 -5.706
H: -2.102 2.665 -4.870
C: 0.603 0.942 -5.762
C: 1.163 2.085 -5.158
H: 2.222 2.291 -5.044
H: 0.210 3.867 -4.224
H: -1.518 0.345 -6.087
H: 1.154 0.114 -6.196
Cl: -6.232 4.007 5.008
C: -5.066 3.031 4.135
C: -4.412 1.993 4.796
C: -3.466 1.235 4.120
C: -3.152 1.483 2.755
C: -3.830 2.518 2.094
C: -4.780 3.288 2.787
C: -2.062 0.690 2.137
O: -1.334 0.059 3.026
O: -1.653 0.772 0.839
H: -4.618 1.786 5.841
H: -2.969 0.454 4.684
H: -3.601 2.745 1.064
H: -5.282 4.102 2.282

## Properties
Net charge: -1
LUMO level, eV: 0.46

Here is a gas-phase ion, C3H8NO2S (charge -1) at a distorted geometry from the Open Molecules 2025 dataset. Energies are from the ωB97M-V functional and the def2-TZVPD basis.

Atoms and positions in Å:
C: 0.626 -1.511 1.458
C: -1.037 1.064 0.628
C: -0.724 -0.023 -1.534
N: -0.154 0.675 -0.459
O: 1.962 -0.609 -1.233
O: 2.065 1.038 0.591
S: 1.349 -0.101 0.035
H: 1.097 -2.318 0.813
H: 1.227 -1.364 2.440
H: -0.411 1.625 1.337
H: -2.005 1.535 0.439
H: -1.309 0.130 1.143
H: 0.014 -0.007 -2.382
H: -1.311 -0.962 -1.417
H: -1.388 0.827 -1.860

## Properties
Net charge: -1
Energy above the lowest of the compared OMol25 structures with the same formula, charge and spin, eV: 5.427
LUMO level, eV: 4.10
SMILES: C=[S@](=O)([O-])N(C)C

no.,DFT total energy (eV)
1,-44344.66961
2,-9920.76522
3,-90902.06113
4,-9878.99637
5,-13616.31787
6,-5772.09252
7,-53593.65561
8,-19658.39314